ORCA calculation (the ωB97M-V functional and the def2-TZVPD basis) on C23H24FeNO4S as an isolated structure.

```
54
Properties=species:S:1:pos:R:3:forces:R:3
O 5.541212 -4.211496 2.660698 -0.8 2.7 0.7
C 5.323172 -3.107216 2.966918 0.7 -4.2 -1.1
Fe 5.400618 -1.411349 3.417150 -2.0 1.3 0.7
C 6.890878 -1.510760 4.349358 4.4 -0.7 1.7
O 7.972196 -1.690450 4.745755 -2.9 0.6 -0.8
C 6.145772 -0.798910 1.945437 1.9 0.9 -3.2
O 6.779546 -0.568459 0.994718 -1.5 -0.4 2.0
C 1.034573 -0.798994 -0.205405 1.8 -1.7 1.5
C 0.775737 -1.337093 1.237883 -0.5 0.3 -0.4
C 1.050944 -0.351648 2.302051 -0.3 -1.4 -0.1
C 2.092729 0.509959 2.171096 1.3 0.8 -0.7
C 2.776015 0.615802 0.913803 0.1 0.5 1.7
C 2.293161 0.018231 -0.211560 -1.0 -0.2 -1.3
H 1.251802 -1.726812 -0.775616 -0.1 0.7 -0.1
H -0.245821 -1.748562 1.335163 0.8 0.2 0.1
H 1.489292 -2.184290 1.334041 -0.3 0.3 0.4
H 0.482742 -0.459524 3.219013 0.1 0.3 0.1
H 2.437382 1.115783 3.008250 -0.2 0.0 -0.2
H 3.650260 1.254194 0.857963 0.0 -0.1 0.0
H 2.760758 0.203740 -1.187360 -0.1 -0.1 0.5
C -1.097217 -1.152464 -2.999351 0.3 0.2 -0.4
O 0.001181 -0.589843 -2.265939 0.4 -0.4 -0.7
C -0.097506 -0.115515 -0.919521 -3.1 1.2 -2.1
C 0.092315 1.428986 -1.063858 0.2 -0.3 0.4
C 0.261071 2.055456 -2.306245 0.2 0.0 0.1
C 0.542385 3.428669 -2.349038 -0.1 -0.2 -0.1
C 0.607228 4.177961 -1.175901 0.1 -0.1 0.2
C 0.373562 3.561148 0.058115 -0.1 -0.4 0.1
C 0.115498 2.187238 0.108093 0.4 0.2 -0.2
C -1.482365 -0.498836 -0.390739 2.0 0.3 1.2
N -2.644079 0.217788 -0.508803 -1.0 0.9 -0.6
C -2.719411 1.682708 -0.482664 -0.4 0.0 -0.1
C -3.790457 -0.578383 -0.483209 0.8 -0.1 0.3
C -5.141932 0.024555 -0.620641 -0.8 -0.1 0.1
C -3.510004 -1.885906 -0.270369 -0.6 0.4 -0.4
C -4.495409 -2.982777 -0.130206 -0.3 -0.4 0.0
S -1.805468 -2.190252 -0.220705 -0.3 -0.4 0.1
H -0.992849 -2.246175 -2.984339 -0.3 0.3 -0.2
H -2.110409 -0.859521 -2.676012 0.6 0.0 0.1
H -0.958754 -0.754958 -4.013776 -0.1 -0.3 0.1
H 0.196827 1.480186 -3.239283 0.1 0.3 0.6
H 0.712667 3.901619 -3.321692 -0.1 -0.1 0.4
H 0.858440 5.239661 -1.208427 -0.2 -0.3 0.0
H 0.387237 4.127234 0.991171 0.0 0.0 -0.3
H -0.075424 1.644665 1.043499 0.1 0.6 -0.3
H -3.766476 1.988988 -0.539138 0.2 -0.2 0.0
H -2.309106 2.090938 0.452365 -0.1 -0.2 -0.3
H -2.199102 2.118455 -1.343442 -0.2 -0.1 0.3
H -5.872264 -0.776003 -0.787320 0.2 0.3 0.0
H -5.461654 0.544289 0.296617 0.2 0.0 -0.3
H -5.248453 0.715459 -1.469267 0.2 -0.2 0.2
H -5.481054 -2.557810 0.085648 0.2 -0.3 0.0
H -4.571839 -3.589280 -1.042677 0.0 0.1 0.2
H -4.220137 -3.650418 0.697716 -0.1 0.1 -0.2
```
Forces are in eV/Å.

Results
E_tot: -2907.96564 Ha
expectation value of S²: 6.070
multiplicity: 5
E_HOMO (alpha / beta): -8.34 / -11.22 eV
net charge: +1
orbital gap (alpha / beta): 3.874 / 4.078 eV

=====

ORCA calculation (the ωB97M-V functional and the def2-TZVPD basis) on one molecule with the formula C23H24N2O4.

```
53
Properties=species:S:1:pos:R:3:forces:R:3
C -4.109853 -2.850889 1.404943 0.0 0.1 0.1
C -4.222735 -1.343446 1.643373 -0.1 0.0 -0.1
C -3.488053 -0.588854 0.553274 -0.2 -0.1 0.4
O -4.087162 -0.152780 -0.414742 -0.3 0.1 -0.2
N -2.140614 -0.439148 0.661091 0.4 -0.1 -0.2
C -1.478728 0.306088 -0.391932 -0.2 0.2 -0.2
C -1.325241 1.798110 -0.054042 0.0 -0.2 -0.2
C -0.878309 2.539519 -1.280723 0.1 0.1 0.1
C 0.480326 2.652527 -1.543682 0.0 0.0 0.0
C 0.938825 3.283887 -2.685345 0.1 0.0 -0.1
C 0.027573 3.809148 -3.583447 0.1 0.0 -0.1
C -1.327718 3.696361 -3.330737 0.0 0.0 0.0
C -1.802552 3.062334 -2.189362 0.1 0.1 -0.1
C -3.278793 2.973282 -1.944599 0.0 0.0 0.0
C -1.358109 -0.743991 1.846953 0.0 -0.1 0.2
C 0.015532 -1.247633 1.497490 0.0 0.3 0.2
C 1.127991 -0.483016 1.592350 -0.4 -0.4 0.0
C 2.418374 -0.961776 1.223684 0.1 -0.5 -0.2
C 3.568706 -0.151210 1.310532 0.5 -0.2 -0.1
C 4.755963 -0.696624 0.920522 -0.3 -0.4 -0.1
C 4.843591 -2.019112 0.446697 -0.3 0.5 0.2
C 3.746111 -2.829989 0.350754 0.3 0.1 0.0
C 2.514231 -2.284887 0.748133 0.3 0.7 0.2
N 1.376427 -3.037245 0.686661 -0.1 -0.4 -0.1
C 0.105945 -2.631320 1.044329 0.3 0.0 0.0
O -0.822070 -3.416709 0.983306 -0.3 -0.1 0.0
O 6.136313 -2.299369 0.132549 -0.5 -0.3 0.0
C 6.875175 -1.127816 0.414510 1.3 0.2 -0.1
O 6.002999 -0.135106 0.905716 -0.3 0.2 0.1
H -4.618582 -3.394774 2.198053 0.0 -0.1 0.0
H -3.072417 -3.173316 1.364994 0.0 -0.1 0.0
H -4.577216 -3.105435 0.456921 0.0 0.0 -0.1
H -5.271585 -1.048494 1.572222 0.2 0.1 0.0
H -3.862131 -1.072806 2.636059 0.0 0.0 0.0
H -2.095755 0.202689 -1.286364 0.2 0.0 0.1
H -0.500080 -0.134821 -0.593656 -0.1 0.1 0.0
H -0.588546 1.921009 0.742371 0.0 0.1 0.1
H -2.284242 2.175262 0.300321 0.0 0.0 0.1
H 1.189947 2.238126 -0.839771 0.1 0.0 0.1
H 1.999742 3.364379 -2.872298 0.1 0.0 0.0
H 0.370567 4.305234 -4.479654 0.0 0.0 -0.1
H -2.035335 4.107249 -4.037153 -0.1 0.0 -0.1
H -3.561108 3.615339 -1.109174 -0.1 0.0 0.1
H -3.589562 1.958754 -1.702223 -0.1 -0.1 0.1
H -3.828566 3.302875 -2.822677 -0.1 0.0 0.0
H -1.267184 0.152778 2.476086 0.0 -0.1 0.0
H -1.859900 -1.530103 2.410108 0.0 0.1 0.0
H 1.056153 0.534260 1.952070 -0.1 0.1 0.0
H 3.503300 0.860928 1.671902 0.0 0.2 0.1
H 3.821944 -3.840955 -0.012712 0.0 -0.2 -0.1
H 1.449218 -3.994963 0.362667 -0.1 0.2 0.1
H 7.362728 -0.771085 -0.506215 -0.2 -0.1 0.2
H 7.644464 -1.352466 1.169867 -0.3 0.0 -0.1
```
Forces are in eV/Å.

Results
E_tot: -1301.35959 Ha
multiplicity: 1
structure (SMILES): CCC(=O)N(CCc1ccccc1C)Cc1cc2cc3c(cc2[nH]c1=O)OCO3
E_HOMO: -8.12 eV
net charge: 0
energy relative to the best compared isomer or geometry (same formula, charge and spin): 93.6 kJ/mol
orbital gap: 8.203 eV

=====

ORCA calculation (the ωB97M-V functional and the def2-TZVPD basis) on one molecule with the formula C23H24N4O3S.

```
55
Properties=species:S:1:pos:R:3:forces:R:3
C -4.349358 -0.491468 0.045792 0.0 0.1 0.1
N -2.955681 -0.768969 -0.161317 0.8 -0.3 -0.3
C -2.519556 -1.872657 -0.803186 -2.3 -2.7 -1.6
O -3.269718 -2.780931 -1.257050 1.9 2.3 1.1
C -1.010787 -1.863110 -0.928027 0.1 0.3 1.8
C -0.479535 -1.770090 -2.341185 -0.2 0.1 -0.1
C -0.877840 -2.968316 -3.151159 0.4 -0.4 -0.6
C -1.621771 -2.811298 -4.328979 -0.3 -0.5 0.3
C -2.083338 -3.947532 -5.017434 0.1 -0.2 0.2
C -1.753048 -5.243440 -4.565585 0.5 0.5 0.1
C -0.901380 -5.378001 -3.448946 -0.1 0.3 0.1
C -0.454633 -4.241536 -2.746235 -0.6 -0.3 -0.4
N -0.684996 -0.683468 -0.090387 0.4 0.0 -0.7
C 0.627010 -0.337097 0.116615 -0.7 -0.5 0.2
C 1.017447 0.737329 0.851255 -0.9 0.2 -0.3
C 2.385943 0.966592 1.264341 1.6 -0.1 -0.1
S 3.787159 0.552835 -0.256921 0.3 0.5 0.3
C 4.990827 0.052728 0.874117 2.3 -0.5 1.6
N 5.828834 -0.202864 1.680162 -2.8 0.7 -2.7
C 2.611122 2.306831 1.943033 -0.1 1.4 0.6
C 3.924921 2.748106 2.180799 0.7 -0.4 0.0
C 4.256913 3.863385 2.935038 -0.7 0.9 0.5
C 3.207695 4.667908 3.442296 -0.6 -1.7 -1.1
N 3.503522 5.835123 4.207360 0.8 2.2 1.5
O 2.548066 6.530454 4.627606 2.1 -1.3 -0.8
O 4.717360 6.081148 4.407076 -2.6 -0.2 -0.2
C 1.861486 4.339878 3.187310 0.3 -0.5 -0.4
C 1.569313 3.183282 2.427564 0.9 -0.4 0.1
C -1.886744 0.078906 0.347810 0.4 -0.1 0.6
C -1.977874 1.472431 -0.268605 -0.1 0.1 -0.2
C -1.983633 0.156790 1.890229 -0.1 -0.1 -0.1
H -4.931675 -1.247996 -0.461489 0.0 -0.2 -0.1
H -4.592347 -0.506720 1.101514 -0.1 0.0 0.3
H -4.599361 0.484256 -0.351948 -0.1 0.2 -0.1
H -0.610548 -2.766799 -0.413504 -0.3 0.4 -0.4
H -0.899594 -0.871561 -2.784045 0.1 0.2 -0.2
H 0.607071 -1.653679 -2.293608 -0.1 0.0 -0.1
H -1.895952 -1.794861 -4.654863 0.1 -0.6 0.1
H -2.734133 -3.821921 -5.893276 0.4 -0.1 0.4
H -2.093648 -6.137551 -5.114927 0.1 0.6 0.4
H -0.608171 -6.374564 -3.089165 -0.1 0.5 -0.3
H 0.178299 -4.334570 -1.846107 -0.4 -0.1 -0.6
H 1.358219 -1.061537 -0.356628 -0.8 1.0 0.9
H 0.230648 1.501595 1.148423 1.6 -1.3 -0.5
H 3.033841 0.137930 1.645530 -1.9 0.8 1.2
H 4.775698 2.191076 1.771625 -0.5 0.1 0.3
H 5.300661 4.145193 3.163046 -0.8 -0.3 -0.3
H 1.037630 4.962327 3.581003 0.7 -0.4 -0.3
H 0.512834 2.969503 2.262677 0.4 0.0 0.1
H -2.079936 1.385315 -1.357068 0.1 0.1 0.2
H -2.864257 1.981925 0.131241 0.2 0.0 -0.1
H -1.093572 2.075165 -0.043846 -0.3 -0.1 -0.1
H -2.100207 -0.858079 2.308512 0.1 0.4 -0.2
H -1.090919 0.625308 2.328190 -0.4 -0.2 -0.1
H -2.868304 0.757294 2.155329 0.3 -0.2 0.0
```
Forces are in eV/Å.

Results
E_tot: -1733.61221 Ha
multiplicity: 1
structure (SMILES): CN1C(=O)[C@@H](Cc2ccccc2)N(/C=C/[C@@H](SC#N)c2ccc([N+](=O)[O-])cc2)C1(C)C
E_HOMO: -8.50 eV
net charge: 0
energy relative to the best compared isomer or geometry (same formula, charge and spin): 658.1 kJ/mol
orbital gap: 7.148 eV

=====

ORCA calculation (the ωB97M-V functional and the def2-TZVPD basis) on one molecule with the formula C23H24N4OS.

```
53
Properties=species:S:1:pos:R:3:forces:R:3
C -4.818902 -4.678498 -0.199182 0.0 0.0 0.1
C -4.388868 -3.246052 -0.126730 0.0 0.1 -0.1
C -5.102923 -2.246781 -0.775109 0.0 -0.1 0.0
C -4.714445 -0.923311 -0.690595 0.2 0.1 0.1
C -3.591708 -0.562376 0.050738 -0.2 -0.5 0.0
C -3.151338 0.829422 0.162634 -0.1 0.8 0.0
C -4.020657 1.924938 -0.022674 0.4 0.0 0.1
C -3.499001 3.187486 0.087772 0.3 -0.2 0.0
C -2.130223 3.283240 0.381723 -0.3 -0.1 0.0
S -1.345456 4.836087 0.491596 0.2 0.3 0.1
C 0.362604 4.241454 0.668739 -0.6 0.0 -0.1
C 0.659667 3.309627 -0.504459 0.3 0.2 0.0
O 0.177226 3.527565 -1.599389 -0.1 0.1 -0.2
N 1.499553 2.277564 -0.284082 0.4 -0.2 -0.2
C 2.177412 1.919732 0.939297 0.3 0.0 0.2
C 3.661622 1.660508 0.618623 -0.2 0.0 0.3
N 3.842726 0.653660 -0.397561 0.2 0.3 0.0
C 3.954445 -0.691128 -0.060460 0.2 -0.2 0.1
C 4.350025 -1.615172 -1.035033 -0.1 0.0 -0.1
C 4.534408 -2.946207 -0.724048 0.0 0.0 0.0
C 4.343295 -3.402411 0.569905 0.0 -0.1 0.1
C 3.966628 -2.499346 1.546698 0.0 -0.2 0.0
C 3.770297 -1.165114 1.241421 -0.1 0.2 0.0
C 3.151582 1.043373 -1.609245 -0.4 0.0 -0.1
C 1.663953 1.279958 -1.324338 0.1 0.0 -0.4
N -1.377900 2.212767 0.586162 0.1 0.9 0.2
N -1.875665 1.022223 0.475068 -0.3 -1.2 -0.1
C -2.865233 -1.566998 0.691780 -0.1 0.1 0.0
C -3.261359 -2.884599 0.605055 -0.1 0.0 -0.1
H -5.559770 -4.825312 -0.981053 0.0 -0.1 0.0
H -5.257676 -4.985200 0.750685 0.0 -0.1 0.0
H -3.965889 -5.325569 -0.394891 0.0 -0.1 0.0
H -5.974506 -2.507807 -1.358701 -0.1 0.0 -0.1
H -5.278418 -0.175052 -1.227450 0.0 0.1 0.0
H -5.069362 1.773747 -0.226769 -0.1 0.0 0.0
H -4.092885 4.078929 -0.039749 -0.1 0.1 0.0
H 0.431624 3.757598 1.638547 0.2 0.0 -0.1
H 0.994797 5.128386 0.627730 0.0 0.0 0.0
H 2.113629 2.718333 1.675061 0.0 0.0 0.0
H 1.715198 1.013478 1.349675 0.0 0.1 0.1
H 4.207436 1.384621 1.520438 0.0 0.0 0.0
H 4.095207 2.591055 0.231854 0.0 0.0 0.1
H 4.538335 -1.283950 -2.044887 0.0 0.1 -0.1
H 4.841323 -3.633385 -1.499316 0.0 0.0 -0.1
H 4.490443 -4.443786 0.811938 0.0 -0.1 0.0
H 3.813125 -2.834656 2.562562 0.0 0.0 0.1
H 3.462787 -0.500137 2.033423 0.0 0.1 0.0
H 3.249645 0.274663 -2.372370 0.0 0.1 0.0
H 3.604279 1.968531 -1.982389 -0.1 -0.1 -0.1
H 1.148894 1.639953 -2.215480 0.0 -0.1 0.1
H 1.200037 0.343229 -0.990876 0.0 0.0 0.0
H -1.989802 -1.288813 1.257325 0.1 0.0 0.0
H -2.690238 -3.650487 1.110361 0.1 -0.1 0.1
```
Forces are in eV/Å.

Results
E_tot: -1583.28405 Ha
multiplicity: 1
structure (SMILES): Cc1ccc(-c2ccc(SCC(=O)N3CCN(c4ccccc4)CC3)nn2)cc1
E_HOMO: -7.63 eV
net charge: 0
energy relative to the best compared isomer or geometry (same formula, charge and spin): 22.7 kJ/mol
orbital gap: 8.085 eV